# 1
The molecule C8H16N2O3 at a distorted geometry. Source: the Open Molecules 2025 dataset; level of theory: the ωB97M-V functional and the def2-TZVPD basis.

```
29
Properties=species:S:1:pos:R:3:nbo_charge:R:1
C 1.831 -0.570 -2.957 -0.314
C 1.192 -0.933 -1.616 0.677
C -0.046 -0.146 0.290 -0.177
C -1.300 -1.017 0.362 0.775
C -0.305 1.251 0.839 -0.385
C -0.636 1.417 2.333 -0.236
C -1.150 2.820 2.638 -0.600
C 0.470 0.880 3.231 -0.617
H 0.640 0.267 -4.380 0.364
H 2.022 1.108 -4.155 0.374
H 1.793 -1.562 -3.524 0.207
H 2.867 -0.360 -2.764 0.224
H -0.157 0.582 -1.692 0.428
H 0.807 -0.601 0.850 0.240
H -1.110 1.608 0.244 0.211
H 0.521 1.931 0.580 0.205
H -1.424 0.679 2.397 0.218
H -1.546 2.824 3.625 0.215
H -1.948 3.183 1.950 0.216
H -0.346 3.614 2.517 0.200
H 0.245 0.877 4.306 0.217
H 1.331 1.579 3.281 0.202
H 0.767 -0.136 3.032 0.210
H -0.183 -2.402 -0.324 0.509
N 1.281 0.591 -3.666 -0.846
N 0.382 -0.025 -1.081 -0.597
O 1.479 -2.010 -1.089 -0.661
O -2.390 -0.579 0.633 -0.572
O -1.122 -2.332 0.024 -0.687
```

SMILES string ... CC(C)C[C@H](NC(=O)CN)C(=O)O
Orbital gap ... 10.548 eV
Energy above the lowest of the compared OMol25 structures with the same formula, charge and spin ... 0.7633 eV
Total charge ... 0
DFT total energy ... -649.69084 a.u.

---

# 2
The molecule CHBrF3N at a distorted geometry. Source: the Open Molecules 2025 dataset; level of theory: the ωB97M-V functional and the def2-TZVPD basis.

```
7
Properties=species:S:1:pos:R:3:nbo_charge:R:1
C -0.191 0.289 0.847 1.048
N 0.242 0.691 -0.445 -0.897
F -0.510 1.335 1.553 -0.283
F -1.155 -0.715 0.903 -0.359
F 0.821 -0.351 1.395 -0.343
Br 0.860 -0.407 -1.521 0.737
H -0.067 -0.843 -2.732 0.098
```

Orbital gap ... 9.444 eV
Energy above the lowest of the compared OMol25 structures with the same formula, charge and spin ... 3.3792 eV
Total charge ... 0
DFT total energy ... -2966.92337 a.u.

---

# 3
The molecule C22H22FN5O at a distorted geometry. Source: the Open Molecules 2025 dataset; level of theory: the ωB97M-V functional and the def2-TZVPD basis.

```
51
Properties=species:S:1:pos:R:3:nbo_charge:R:1
C -6.082 -0.107 0.136 -0.240
H -5.901 0.470 0.968 0.178
O -5.300 -1.247 0.137 -0.503
C -4.065 -1.356 0.376 0.312
C -3.331 -0.351 0.381 -0.306
C -2.043 -0.362 0.829 0.186
C -1.465 -1.643 1.050 -0.258
C -2.170 -2.637 0.631 -0.157
C -3.558 -2.548 0.423 -0.278
H -4.075 -3.502 0.405 0.223
H -1.739 -3.427 0.850 0.189
H -0.417 -1.502 0.933 0.216
N -1.230 0.727 0.759 -0.207
C 0.012 1.174 1.418 -0.022
C 0.327 2.386 1.047 -0.168
C -0.860 2.919 0.657 -0.073
N -1.696 1.886 0.410 -0.270
H -0.978 3.906 0.277 0.204
C 1.766 3.169 1.339 -0.133
N 2.374 3.373 0.293 -0.592
H 1.773 3.853 -0.553 0.347
C 2.817 2.249 -0.348 -0.258
C 1.900 1.312 -0.975 -0.100
C 0.720 1.586 -1.588 -0.060
N 0.093 0.574 -2.242 -0.206
N 0.794 -0.632 -1.511 -0.253
C 1.821 -0.393 -0.901 0.160
C 2.772 -1.021 -0.351 -0.220
C 3.241 -1.107 1.049 0.474
C 4.226 -2.059 1.510 -0.255
C 4.502 -3.023 0.626 -0.142
C 3.870 -3.316 -0.694 -0.260
C 3.068 -2.290 -1.034 -0.057
H 2.549 -2.575 -2.042 0.223
H 4.087 -4.232 -1.158 0.232
H 5.214 -3.676 1.095 0.204
H 4.642 -1.870 2.249 0.183
F 3.014 -0.003 2.007 -0.375
C -1.204 0.326 -2.617 -0.403
H -1.608 -0.632 -2.469 0.238
H -1.835 0.834 -1.959 0.207
H -1.267 0.652 -3.443 0.179
H 0.331 2.444 -2.078 0.211
H 3.497 2.383 -1.309 0.196
H 3.496 1.705 0.122 0.211
H 1.674 3.964 1.886 0.188
H 2.365 2.321 2.083 0.190
H 0.664 0.153 1.900 0.224
H -3.750 0.907 0.346 0.246
H -7.308 -0.292 -0.079 0.206
H -5.726 0.532 -0.836 0.168
```

SMILES string ... COc1cccc(-n2cc(CNCc3cn(C)nc3-c3ccccc3F)cn2)c1
Orbital gap ... 7.570 eV
Energy above the lowest of the compared OMol25 structures with the same formula, charge and spin ... 19.4469 eV
Total charge ... 0
DFT total energy ... -1299.70668 a.u.

---

# 4
A structure of composition C17H17BrCu at a distorted geometry. Source: the Open Molecules 2025 dataset; level of theory: the ωB97M-V functional and the def2-TZVPD basis.

```
36
Properties=species:S:1:pos:R:3:nbo_charge:R:1
C -1.083 -1.087 -3.012 -0.300
C -1.109 -2.092 -2.022 -0.219
C -1.864 -1.594 -0.893 -0.522
H -0.630 -3.061 -2.071 0.206
C -2.162 -0.186 -1.172 -0.455
C -1.705 0.082 -2.501 -0.255
H -1.854 1.011 -3.034 0.192
H -0.674 -1.201 -3.999 0.199
H -2.330 -2.191 -0.103 0.222
H -2.717 0.489 -0.522 0.205
Cu -0.718 -0.440 0.387 1.012
Br 1.032 -2.027 0.477 -0.802
C 2.538 0.927 -1.201 -0.372
C 1.732 1.711 -2.073 -0.381
C 1.658 1.032 -3.328 -0.371
H 1.200 2.627 -1.809 0.167
C 2.426 -0.158 -3.235 -0.372
C 2.956 -0.235 -1.911 -0.346
H 3.506 -1.066 -1.471 0.183
H 2.743 1.128 -0.152 0.168
H 1.041 1.345 -4.169 0.166
H 2.530 -0.929 -3.999 0.167
C -0.399 1.469 0.898 -0.629
C -0.435 0.785 2.166 -0.124
C -1.696 0.559 2.797 -0.282
C -1.726 -0.025 4.051 -0.212
C -0.533 -0.458 4.665 -0.311
C 0.705 -0.313 4.005 -0.151
C 0.771 0.340 2.787 -0.212
H -1.278 2.039 0.648 0.190
H 0.581 1.805 0.533 0.244
H -2.577 0.929 2.278 0.203
H -2.678 -0.135 4.570 0.186
H -0.573 -0.911 5.659 0.184
H 1.611 -0.703 4.480 0.189
H 1.711 0.533 2.276 0.234
```

Orbital gap (spin up / spin down) ... 4.755 / 4.251 eV
Total charge ... -2
2S+1 ... 2
DFT total energy ... -4872.37233 a.u.
Expectation value of S² ... 0.78

---

# 5
A structure of composition C14H8BrClIN2O2Yb at a distorted geometry. Source: the Open Molecules 2025 dataset; level of theory: the ωB97M-V functional and the def2-TZVPD basis.

```
30
Properties=species:S:1:pos:R:3:nbo_charge:R:1
Yb -0.698 0.313 -0.409 1.745
Cl -1.656 0.141 6.383 0.135
C -1.767 -0.289 4.684 0.093
C -2.949 -0.677 4.091 -0.269
C -2.999 -0.976 2.716 -0.187
I -4.689 -1.894 1.988 0.420
C -1.956 -0.792 1.818 0.411
O -2.078 -0.990 0.599 -0.707
C -0.748 -0.349 2.449 0.042
N 0.427 -0.157 1.650 -0.572
C 1.591 -0.037 2.166 0.105
C 1.748 0.104 3.495 -0.224
C 0.720 0.035 4.368 -0.078
C -0.602 -0.193 3.855 -0.087
H -3.791 -0.858 4.821 0.288
H 2.453 0.060 1.508 0.227
H 2.709 0.207 3.963 0.260
H 0.886 0.167 5.471 0.276
O 1.608 0.721 -6.872 -0.585
C 1.267 0.708 -5.605 0.440
C 2.047 1.283 -4.530 -0.320
C 1.739 1.033 -3.256 0.050
N 0.629 0.378 -2.846 -0.645
C -0.083 -0.186 -3.819 0.172
Br -1.403 -1.447 -3.281 0.118
C 0.167 -0.082 -5.167 -0.340
H 2.370 1.246 -7.008 0.505
H 3.060 1.712 -4.847 0.250
H 2.422 1.382 -2.482 0.214
H -0.424 -0.562 -5.902 0.265
```

Orbital gap (spin up / spin down) ... 7.888 / 5.742 eV
Total charge ... +2
2S+1 ... 2
DFT total energy ... -5288.34797 a.u.
Expectation value of S² ... 0.77

---

# 6
A cluster of 2 separate species, C3F5N in total at a distorted geometry. Source: the Open Molecules 2025 dataset; level of theory: the ωB97M-V functional and the def2-TZVPD basis.

```
9
Properties=species:S:1:pos:R:3:nbo_charge:R:1
C -2.092 -0.339 1.097 0.273
C -1.546 -0.048 0.110 0.240
C 1.597 0.010 -0.838 0.898
N 1.281 -0.548 0.260 -0.111
F -2.449 -0.229 2.244 -0.239
F -1.111 -0.120 -1.105 -0.281
F 2.543 -0.378 -1.797 -0.276
F 1.257 1.306 -1.042 -0.290
F 0.520 0.346 1.071 -0.213
```

SMILES string ... FN=C(F)F.FC#CF
Orbital gap ... 10.224 eV
Energy above the lowest of the compared OMol25 structures with the same formula, charge and spin ... 6.1309 eV
Total charge ... 0
DFT total energy ... -668.12229 a.u.